[1]
Density functional theory data (ωB97M-V with the def2-TZVPD basis set) for a 2-piece molecular cluster, C2H6ClN2 overall.

Last column: Löwdin charge in e.
Atoms and positions in Å:
C1 1.0747 1.2605 0.6696  -0.678
C2 -0.8403 -0.5308 -0.3918  -0.206
N1 -0.6371 -1.8141 -0.4185  0.054
N2 0.8758 2.4182 0.3642  0.261
Cl1 1.9371 0.6005 1.9728  0.794
H1 -1.1488 -0.0187 -1.4067  0.131
H2 -1.2858 -0.0660 0.5758  0.121
H3 0.6367 0.1786 0.0399  0.135
H4 -0.5579 -2.4655 0.3320  0.120
H5 -0.5070 -2.3544 -1.2785  0.140
H6 0.4527 2.7918 -0.4587  0.127

As for the net charge: +1. The gap between HOMO and LUMO (spin up / spin down) comes out at 7.302 / 7.490 eV. The total energy is -649.0323 Eh. As for the HOMO energy (spin up / spin down): -11.4 / -16.3 eV. The spin multiplicity is 3. As for the expectation value of S²: 2.011.

[2]
Density functional theory data (ωB97M-V with the def2-TZVPD basis set) for C6H13BeO3 as an isolated structure.

Last column: Löwdin charge in e.
Atoms and positions in Å:
C1 2.6075 1.5045 0.1169  0.008
O1 1.4229 0.7868 -0.2235  -0.187
C2 1.4341 -0.5874 0.1452  -0.059
C3 0.2275 -1.2281 -0.5095  -0.263
O2 -0.1172 -2.3954 0.1370  -0.009
C4 -1.5168 -2.5607 -0.0451  -0.097
C5 -2.0498 -1.1425 0.1332  -0.047
O3 -0.9518 -0.3484 -0.3542  -0.086
H1 2.4121 2.5646 -0.0744  0.117
H2 2.8432 1.3554 1.1795  0.119
H3 3.4394 1.1519 -0.5067  0.118
H4 1.3593 -0.6788 1.2389  0.167
H5 2.3609 -1.0599 -0.2062  0.165
H6 0.3744 -1.3900 -1.5907  0.190
H7 -1.8883 -3.2562 0.7131  0.153
H8 -1.7259 -2.9480 -1.0537  0.147
H9 -2.2279 -0.8873 1.1843  0.151
H10 -2.9366 -0.9314 -0.4732  0.153
Be1 -0.2902 1.1188 -0.3562  0.328
C6 -1.0566 2.4655 0.0625  -0.136
H11 -1.0451 2.6309 1.1534  0.028
H12 -0.5690 3.3454 -0.3920  0.019
H13 -2.1058 2.4904 -0.2786  0.023

As for the net charge: +1. The gap between HOMO and LUMO comes out at 11.247 eV. The total energy is -476.6553 Eh. As for the HOMO energy: -14.1 eV. The spin multiplicity is 1.

Taking the records one at a time from the top gives relative energy (zero: lowest compared OMol25 entry of this formula, charge and spin) values of 133.8 0.0 kJ/mol.
Taking the records one at a time from the top gives largest force on an atom values of 5.4 2.1 eV/Å.